No. 1
The following is a quantum chemistry calculation of C70H84BrCaN4O4P2SSi as an isolated structure, from the OMol25 dataset.

Each line ends with the Löwdin charge.
CARTESIAN COORDINATES (ANGSTROEM)
Ca  0.615842  0.238343  0.375559  1.11
O  -1.260511  3.344844  1.868441  -0.44
S  -0.021178  2.532110  1.852204  0.87
C  1.319355  3.749584  1.662009  -0.37
C  0.869349  5.031739  1.376594  -0.07
C  1.793665  6.017487  1.058588  -0.06
C  3.144016  5.706576  0.989941  -0.07
C  3.573932  4.416499  1.267735  -0.07
C  2.671348  3.416568  1.615891  -0.34
P  3.206673  1.779384  2.261695  1.10
C  4.480577  2.355219  3.440938  -0.35
C  4.062474  2.619392  4.742700  -0.10
C  4.942003  3.147687  5.676063  -0.08
C  6.257429  3.404636  5.316108  -0.08
C  6.686666  3.124529  4.025883  -0.07
C  5.805587  2.602054  3.090342  -0.10
C  4.098921  0.966155  0.935062  -0.39
C  3.571251  0.925504  -0.454948  -0.26
C  4.740472  0.762112  -1.375206  -0.09
C  5.793144  -0.023094  -1.027452  -0.12
C  5.941059  -0.489963  0.297591  -0.12
C  5.158111  0.130988  1.261957  -0.18
C  0.098588  1.927360  3.553376  -0.37
C  0.372960  2.904533  4.502823  -0.08
C  0.281777  2.617667  5.849366  -0.06
C  -0.120213  1.352128  6.246888  -0.05
C  -0.430996  0.392941  5.299478  -0.09
C  -0.337278  0.633605  3.922541  -0.32
P  -0.767971  -0.670630  2.652930  1.06
C  -2.562293  -1.047430  2.858819  -0.33
C  -3.348027  -1.210055  1.724352  -0.12
C  -4.684414  -1.572430  1.835712  -0.09
C  -5.250314  -1.779072  3.081335  -0.06
C  -4.465562  -1.645956  4.220981  -0.06
C  -3.130971  -1.296676  4.108046  -0.07
C  -0.168593  -2.339421  3.156622  -0.37
C  -0.076586  -3.211413  2.071007  -0.11
C  0.265800  -4.542804  2.247150  -0.06
C  0.526505  -5.027292  3.519953  -0.07
C  0.442742  -4.169871  4.606151  -0.07
C  0.100737  -2.836984  4.427852  -0.09
H  -0.190192  5.241413  1.412196  0.11
H  1.454089  7.025592  0.860931  0.11
H  3.867501  6.474681  0.746633  0.11
H  4.632184  4.180555  1.245360  0.11
H  3.041532  2.400673  5.029512  0.08
H  4.603801  3.350946  6.683304  0.10
H  6.948781  3.812271  6.041236  0.10
H  7.713853  3.314065  3.743708  0.11
H  6.148201  2.378630  2.086741  0.11
H  2.997942  1.813180  -0.697674  0.07
H  4.634568  1.138422  -2.386411  0.09
H  6.548172  -0.256828  -1.768372  0.10
H  6.761877  -1.133518  0.577660  0.09
H  5.419328  -0.008029  2.308705  0.11
H  0.665578  3.894735  4.176252  0.12
H  0.513616  3.377385  6.583340  0.12
H  -0.212524  1.113474  7.297711  0.11
H  -0.773675  -0.560922  5.655268  0.07
H  -2.916186  -1.030963  0.749527  0.06
H  -5.283585  -1.679596  0.941002  0.08
H  -6.292378  -2.053736  3.169899  0.11
H  -4.891450  -1.826983  5.198675  0.11
H  -2.541689  -1.226851  5.008161  0.09
H  -0.284165  -2.855086  1.065807  0.06
H  0.336023  -5.196226  1.387652  0.11
H  0.800052  -6.063231  3.663912  0.11
H  0.650123  -4.535761  5.602592  0.11
H  0.080196  -2.202158  5.297278  0.09
C  3.325956  -2.266275  3.617586  -0.05
C  3.923894  -3.197046  2.769895  -0.04
C  3.779230  -3.042902  1.411177  -0.01
C  3.028418  -1.972304  0.919659  -0.24
N  2.393921  -1.121653  1.734911  0.01
C  2.566331  -1.267838  3.055938  -0.19
C  2.887390  -1.698494  -0.524135  -0.15
C  2.941265  -2.743206  -1.454016  -0.02
C  2.666735  -2.532894  -2.788079  -0.08
C  2.218305  -1.280800  -3.204391  -0.09
C  2.215069  -0.236631  -2.309633  -0.12
C  2.672746  -0.378832  -0.983110  -0.23
H  3.428982  -2.328674  4.690964  0.11
H  4.518689  -4.006710  3.170325  0.11
H  4.293034  -3.698685  0.724228  0.12
H  2.076796  -0.529070  3.681948  0.08
H  3.184684  -3.743178  -1.116959  0.11
H  2.744892  -3.348210  -3.491614  0.11
H  1.901751  -1.124722  -4.228388  0.11
H  1.945170  0.755995  -2.651791  0.08
C  -3.947075  -3.302654  -0.397319  -0.11
C  -4.170461  -3.006306  -1.889106  -0.61
C  -4.754612  -1.589667  -1.976029  -0.10
C  -5.220698  -4.002530  -2.418757  -0.07
Si  -2.565474  -3.140104  -2.922559  0.57
Br  -1.069916  -1.816705  -1.691143  0.57
C  -2.625630  -2.266453  -4.630675  -0.62
C  -2.666943  -0.745056  -4.512314  -0.13
C  -3.867227  -2.725962  -5.414890  -0.08
C  -1.371115  -2.575180  -5.460409  -0.09
C  -1.802759  -4.903983  -2.984454  -0.62
C  -2.006795  -5.687540  -1.683104  -0.10
C  -2.464877  -5.710321  -4.118887  -0.08
C  -0.292777  -4.870655  -3.210517  -0.12
H  -4.881837  -3.103143  0.135014  0.07
H  -3.176038  -2.668042  0.042390  0.02
H  -3.687473  -4.332503  -0.199427  0.07
H  -5.639924  -1.539462  -1.334687  0.09
H  -5.076094  -1.332544  -2.983417  0.07
H  -4.047877  -0.830259  -1.633108  0.07
H  -6.144625  -3.875973  -1.847397  0.09
H  -4.906487  -5.037479  -2.294476  0.07
H  -5.465372  -3.851413  -3.466694  0.07
H  -3.506448  -0.368224  -3.933993  0.06
H  -2.740011  -0.322694  -5.520031  0.10
H  -1.753708  -0.375866  -4.062501  0.03
H  -4.791435  -2.393591  -4.946095  0.07
H  -3.921632  -3.805379  -5.539732  0.07
H  -3.835012  -2.283071  -6.414579  0.09
H  -0.461436  -2.294251  -4.929473  0.06
H  -1.411843  -1.986430  -6.381649  0.09
H  -1.292434  -3.618513  -5.749715  0.07
H  -3.050190  -5.909032  -1.480110  0.07
H  -1.584815  -5.167896  -0.821314  0.07
H  -1.488266  -6.646151  -1.778822  0.09
H  -3.547682  -5.771167  -4.018794  0.07
H  -2.079618  -6.733294  -4.088921  0.09
H  -2.242407  -5.312382  -5.104926  0.06
H  0.215483  -4.406037  -2.371388  0.05
H  0.002900  -4.344390  -4.110326  0.06
H  0.069028  -5.900508  -3.296819  0.09
O  0.264388  4.555360  -1.809516  0.12
C  1.168713  3.599983  -1.693137  -0.48
O  0.912739  2.541327  -1.155832  0.01
C  2.524540  3.968937  -2.278830  -0.22
N  2.517694  5.408006  -2.568442  -0.02
C  2.780458  5.627734  -4.005150  -0.17
C  2.322630  4.327755  -4.649203  -0.15
C  2.774634  3.282330  -3.633449  -0.11
H  3.273650  3.685889  -1.537643  0.14
H  3.154516  5.916630  -1.971466  0.12
H  0.795950  5.331683  -2.154983  0.12
H  3.844759  5.794884  -4.194717  0.12
H  2.230233  6.497779  -4.360965  0.12
H  2.764768  4.174505  -5.631239  0.12
H  1.235943  4.318158  -4.759963  0.12
H  3.843033  3.092015  -3.739388  0.12
H  2.254031  2.332087  -3.728750  0.10
C  -1.830361  2.010058  -2.325477  -0.03
N  -2.937746  2.220492  -1.421640  -0.06
C  -3.917212  3.195676  -1.871814  -0.15
C  -5.224419  2.958964  -1.160099  -0.15
C  -4.956777  3.064956  0.320354  -0.16
N  -3.832536  2.230231  0.724705  -0.05
C  -3.742242  2.123400  2.169162  -0.04
C  -2.840195  1.830523  -0.122406  -0.46
O  -1.884599  1.113901  0.247203  -0.16
H  -2.232577  1.813571  -3.316064  0.08
H  -1.242657  1.153464  -2.007975  0.04
H  -1.186873  2.892409  -2.371678  0.08
H  -4.025820  3.077656  -2.951433  0.12
H  -3.558799  4.216235  -1.687374  0.14
H  -5.601126  1.963542  -1.408553  0.12
H  -5.971070  3.693167  -1.461943  0.12
H  -5.827380  2.743864  0.898067  0.13
H  -4.752045  4.106601  0.597617  0.13
H  -4.567774  1.522295  2.552500  0.09
H  -3.794477  3.124942  2.599755  0.10
H  -2.805217  1.681163  2.462746  0.05

Atoms 1-6, force components in eV/Å:
-0.15 0.35 -0.84
0.20 0.07 -0.33
0.28 0.34 0.70
-0.18 0.03 0.02
0.08 0.04 0.05
-0.06 -0.03 -0.03

Calculated values
Charge: +1

No. 2
The following is a quantum chemistry calculation of one molecule with the formula C3H3N3O, from the OMol25 dataset.

Each line ends with the Löwdin charge.
CARTESIAN COORDINATES (ANGSTROEM)
H  -1.230353  -0.481491  -2.283224  0.07
N  -0.315629  -0.819143  -1.949772  0.11
N  -0.177023  -0.276219  -0.844689  -0.11
C  0.965327  -0.518048  -0.087218  -0.14
C  0.901636  0.088205  1.116505  -0.11
N  -0.196257  0.842144  1.508644  0.11
C  -1.194611  0.988711  0.784148  -0.32
O  -2.237630  1.283523  0.352448  0.17
H  1.786974  -1.131601  -0.447965  0.11
H  1.697566  0.023919  1.851123  0.11

Atoms 1-6, force components in eV/Å:
0.11 -0.18 -0.22
-0.04 0.20 0.23
0.13 -0.29 -0.28
0.00 0.11 0.24
0.17 -0.16 -0.19
-0.31 0.01 -0.33

Calculated values
Energy above the lowest of the compared OMol25 structures with the same formula, charge and spin in kcal/mol: 50.48
SMILES: [H]/N=N/C=C\N=C=O
Charge: 0

No. 3
The following is a quantum chemistry calculation of a 12-piece molecular cluster, C50H103NO11 overall, from the OMol25 dataset.

Each line ends with the Löwdin charge.
CARTESIAN COORDINATES (ANGSTROEM)
C  -4.309668  -5.311040  -0.642135  -0.08
C  -4.160416  -5.167312  -2.228835  -0.23
N  -4.994154  -6.150520  -2.972443  -0.21
C  -6.441858  -5.809850  -2.897586  -0.24
C  -7.308334  -7.005021  -3.339529  -0.08
C  -4.460721  -6.273406  -4.341147  -0.22
C  -4.842384  -5.140489  -5.397252  -0.08
H  -3.509581  -4.803996  -0.102818  0.06
H  -4.206778  -6.359078  -0.360858  0.07
H  -5.250029  -4.961096  -0.216286  0.05
H  -4.425841  -4.206242  -2.669279  0.10
H  -3.078105  -5.191750  -2.355760  0.10
H  -6.603519  -5.594128  -1.841442  0.10
H  -6.649049  -4.911437  -3.478975  0.10
H  -7.032742  -7.916491  -2.809083  0.08
H  -8.366928  -6.792224  -3.190516  0.07
H  -7.139114  -7.159900  -4.405116  0.06
H  -4.981949  -7.174776  -4.663539  0.09
H  -3.374698  -6.350628  -4.289154  0.11
H  -5.883216  -5.123896  -5.720524  0.06
H  -4.228390  -5.359192  -6.270914  0.06
H  -4.524981  -4.143627  -5.091281  0.06
C  0.591820  -0.287049  0.878856  -0.16
C  0.884978  -0.130275  -0.602551  -0.17
C  2.455456  0.155479  -0.596036  -0.15
O  2.782812  0.382229  0.803774  -0.15
C  1.647711  0.682529  1.513776  -0.23
H  0.741015  -1.338604  1.123947  0.11
H  -0.419201  0.082974  1.049166  0.10
H  0.279680  0.649340  -1.065055  0.10
H  0.812668  -0.958798  -1.307122  0.10
H  2.777154  1.014981  -1.184129  0.10
H  3.002909  -0.644676  -1.094184  0.11
H  1.368052  1.719683  1.328819  0.12
H  1.761328  0.487269  2.580109  0.12
C  1.942108  7.836659  -1.205110  -0.21
C  2.107529  6.480175  -1.648532  -0.22
C  2.094816  6.455346  -3.198686  -0.12
O  1.802345  7.891145  -3.511517  -0.18
C  1.158883  8.525280  -2.357778  -0.16
H  2.892413  8.350766  -1.061169  0.11
H  1.489367  7.852491  -0.213720  0.11
H  1.269984  5.888415  -1.279172  0.11
H  3.083833  6.156472  -1.287763  0.11
H  1.241069  5.852122  -3.507441  0.11
H  3.097887  6.203077  -3.542684  0.11
H  0.081452  8.360565  -2.367963  0.11
H  1.240257  9.606176  -2.472466  0.11
C  8.729907  1.631612  0.860732  -0.16
C  8.827416  0.579556  1.996262  -0.17
C  10.282659  0.057498  2.037174  -0.18
O  10.923390  0.727998  0.933040  -0.12
C  10.191324  1.876595  0.654032  -0.27
H  8.060162  2.467138  1.064278  0.11
H  8.270233  1.114899  0.018225  0.11
H  8.193030  -0.287179  1.810708  0.10
H  8.584866  0.968191  2.985322  0.10
H  10.302750  -1.006270  1.800365  0.11
H  10.609271  0.252148  3.058713  0.11
H  10.420422  2.371232  -0.289879  0.12
H  10.504076  2.617164  1.390139  0.12
C  2.144874  4.669874  8.051430  -0.17
C  3.321705  3.723791  8.366152  -0.20
C  3.007156  3.194185  9.699431  -0.20
O  2.081535  4.162256  10.309453  -0.15
C  1.605978  5.185399  9.379129  -0.18
H  1.245913  4.166685  7.695362  0.11
H  2.545098  5.443397  7.395992  0.11
H  4.233106  4.321652  8.362729  0.11
H  3.541624  2.948793  7.631924  0.12
H  3.982866  2.973773  10.132461  0.12
H  2.463048  2.256022  9.590429  0.11
H  2.057011  6.133014  9.673584  0.11
H  0.527601  5.343711  9.391286  0.11
C  3.713475  -7.338328  2.057191  -0.17
C  3.637680  -8.803175  2.145729  -0.20
C  3.267880  -9.173197  3.585194  -0.16
O  2.693321  -7.943147  4.105203  -0.16
C  2.573444  -7.001276  3.070230  -0.22
H  3.450502  -6.939341  1.077523  0.11
H  4.585643  -6.834804  2.474179  0.11
H  4.503628  -9.404796  1.869547  0.11
H  2.881909  -9.108506  1.422070  0.12
H  4.051140  -9.381190  4.314129  0.11
H  2.581980  -10.007294  3.733229  0.11
H  2.748940  -6.039727  3.552634  0.12
H  1.577075  -7.127424  2.646626  0.12
C  -3.184405  7.140838  3.634462  -0.17
C  -3.834437  8.425294  3.078064  -0.19
C  -5.302869  8.131372  3.165375  -0.23
O  -5.489597  7.126796  4.150217  -0.12
C  -4.181826  6.869179  4.775332  -0.18
H  -2.269546  7.451829  4.138880  0.10
H  -3.000533  6.269419  3.006036  0.11
H  -3.458738  8.641124  2.077881  0.11
H  -3.484987  9.280114  3.657084  0.11
H  -5.633164  7.804894  2.179257  0.12
H  -5.745354  9.113110  3.334205  0.12
H  -3.947802  5.896495  5.208017  0.11
H  -3.933010  7.541525  5.596375  0.11
C  -4.268710  4.399026  -5.479807  -0.18
C  -5.253328  3.344113  -5.927432  -0.20
C  -6.263426  4.070976  -6.754227  -0.20
O  -6.127562  5.484562  -6.394399  -0.14
C  -5.244678  5.500917  -5.221474  -0.20
H  -3.595912  4.598625  -6.313833  0.12
H  -3.667142  4.288755  -4.577556  0.12
H  -5.728725  2.777257  -5.126949  0.12
H  -4.759284  2.728048  -6.678754  0.11
H  -7.222668  3.553601  -6.771236  0.12
H  -5.942984  3.965554  -7.790713  0.11
H  -5.821856  5.241693  -4.333914  0.12
H  -4.860889  6.504218  -5.036586  0.12
C  1.852891  -0.488167  -7.881249  -0.19
C  2.067031  -1.815273  -8.609957  -0.18
C  0.644975  -2.285215  -8.608759  -0.20
O  -0.152786  -1.068638  -8.879631  -0.14
C  0.644143  0.085826  -8.581045  -0.22
H  2.754866  0.117166  -7.971267  0.11
H  1.582875  -0.614171  -6.832764  0.11
H  2.673006  -2.558943  -8.092423  0.12
H  2.336697  -1.630639  -9.649807  0.12
H  0.344042  -2.637005  -7.621950  0.11
H  0.519389  -3.127537  -9.289070  0.12
H  0.106009  0.882707  -8.067735  0.12
H  0.994337  0.509993  -9.522078  0.11
C  -7.359448  0.697603  1.352407  -0.22
C  -8.342320  0.747933  0.230243  -0.17
C  -9.260822  1.876647  0.791139  -0.17
O  -8.362720  2.775325  1.531491  -0.14
C  -7.100515  2.135587  1.718566  -0.22
H  -6.428916  0.193140  1.092167  0.11
H  -7.828075  0.096519  2.131631  0.12
H  -8.926823  -0.137702  -0.018959  0.12
H  -7.789869  1.231525  -0.575394  0.11
H  -10.049372  1.409048  1.380759  0.11
H  -9.766857  2.530507  0.080873  0.11
H  -6.666574  2.293128  2.705970  0.12
H  -6.314516  2.461639  1.037391  0.11
C  9.676778  -5.991908  -3.570395  -0.22
C  9.513604  -4.496558  -3.611453  -0.17
C  8.371346  -4.349847  -4.676602  -0.14
O  8.368607  -5.679080  -5.287834  -0.15
C  9.554679  -6.390884  -4.972925  -0.23
H  8.882118  -6.403557  -2.948181  0.12
H  10.590250  -6.288726  -3.055049  0.12
H  10.474963  -4.029291  -3.824887  0.11
H  9.228722  -4.134163  -2.623720  0.10
H  8.646950  -3.565803  -5.381890  0.11
H  7.509719  -4.025968  -4.092819  0.11
H  10.411838  -6.043667  -5.549828  0.12
H  9.524477  -7.437313  -5.276548  0.13
C  -3.335940  -0.929816  7.861753  -0.19
C  -2.243897  -1.503795  8.677532  -0.21
C  -1.609102  -2.574567  7.818499  -0.18
O  -2.746575  -2.982761  7.024868  -0.15
C  -3.899195  -2.208810  7.271083  -0.22
H  -2.938752  -0.227889  7.128508  0.12
H  -4.097302  -0.424739  8.456165  0.12
H  -2.621614  -2.079089  9.522791  0.12
H  -1.453154  -0.791757  8.913823  0.12
H  -1.249184  -3.362668  8.479901  0.12
H  -0.816103  -2.222069  7.158955  0.12
H  -4.394903  -2.714575  8.099682  0.11
H  -4.635050  -2.129639  6.470866  0.12

Atoms 1-6, force components in eV/Å:
-0.10 0.19 -1.09
-1.10 -0.02 1.60
1.38 0.62 0.34
1.13 -0.97 0.43
0.44 0.72 -0.19
-2.12 0.71 -0.30

Calculated values
Energy above the lowest of the compared OMol25 structures with the same formula, charge and spin in kcal/mol: 144.80
SMILES: CCN(CC)CC.C1CCOC1.C1CCOC1.C1CCOC1.C1CCOC1.C1CCOC1.C1CCOC1.C1CCOC1.C1CCOC1.C1CCOC1.C1CCOC1.C1CCOC1
Charge: 0

no.,Kohn-Sham gap (hartree),calculated total energy (a.u.),E_HOMO (Eh)
1,0.207,-7859.7469,-0.26864
2,0.331,-355.5594,-0.34510
3,0.307,-2848.8507,-0.30597